Below is the molecule C4H8O2S at a distorted geometry, with properties calculated with ωB97M-V/def2-TZVPD.

```
15
Properties=species:S:1:pos:R:3:lowdin_charge:R:1
C -0.31647 -0.81816 -1.09678 -0.03
C 0.16123 -0.27132 0.22243 -0.31
C -1.00466 0.29434 1.07708 -0.23
O -2.24137 -0.34824 1.06606 -0.04
O 1.02633 0.92285 0.18156 -0.11
C 2.03296 1.01929 -0.60625 -0.82
S 2.85099 2.35570 -0.80355 0.72
H -0.82968 -0.03023 -1.62745 0.10
H 0.47680 -1.28566 -1.73880 0.10
H -1.03694 -1.54366 -0.84030 0.07
H 0.57086 -1.10985 0.77514 0.14
H -0.60012 0.46379 2.09541 0.14
H -1.04235 1.23352 0.63127 0.10
H -2.28693 -1.02554 1.78241 0.12
H 2.23936 0.14320 -1.11824 0.05
```

Calculated values
**Kohn-Sham gap**: 9.18 eV
**E**: -19206.3633 eV
**Structure (SMILES)**: C[C@H](CO)OC=S
**HOMO**: -8.7178 eV
**Lowest unoccupied orbital energy**: 0.017 Ha
**F_max**: 2.98 eV/Å

***

Below is a structure of composition C30H28CsF5N4O3SbSe4 at a distorted geometry, with properties calculated with ωB97M-V/def2-TZVPD.

```
76
Properties=species:S:1:pos:R:3:lowdin_charge:R:1
Cs -1.04829 2.53985 -1.93878 1.43
C 6.52111 0.94332 2.74890 -0.05
C 5.18181 0.44235 2.29498 -0.27
C 4.59706 -0.63909 2.85149 -0.03
C 3.30580 -1.14750 2.45152 -0.10
C 2.92937 -2.27560 3.16925 -0.04
N 1.91710 -3.15365 3.17859 0.03
C 0.78411 -3.32402 2.28478 -0.16
C -0.54754 -3.36519 3.03494 -0.15
C -0.77755 -2.14745 3.94669 -0.17
N -0.47809 -0.86867 3.32683 0.06
C -1.04116 -0.32317 2.25680 -0.03
C -2.09877 -0.71693 1.46434 -0.10
C -3.01711 -1.79445 1.68285 -0.02
C -3.81121 -2.26603 0.69022 -0.27
C -4.84461 -3.33582 0.91631 -0.06
C -3.61004 -1.75796 -0.63313 0.03
C -2.77076 -0.72635 -0.90164 -0.11
C -2.40798 -0.37023 -2.29740 -0.17
N -1.24213 -0.41310 -2.78150 0.02
C -0.09225 -0.80035 -1.98878 -0.25
C 1.19451 -0.54827 -2.77905 -0.17
C 2.34206 -0.13480 -1.86661 -0.23
N 2.09723 1.19151 -1.34291 0.04
C 2.52640 1.54285 -0.20819 -0.10
C 3.24674 0.72647 0.81648 -0.11
C 4.46434 1.13340 1.26764 0.02
C 2.57586 -0.42081 1.39923 -0.31
O 1.41796 -0.69758 1.03994 -0.02
C -2.14268 0.00843 0.19212 -0.35
O -1.65489 1.13918 0.02055 -0.32
H 7.04817 0.19401 3.34066 0.07
H 6.38848 1.83749 3.36257 0.07
H 7.14194 1.22869 1.90177 0.08
H 5.12127 -1.16957 3.64111 0.11
H 3.64333 -2.53338 3.94669 0.12
H 1.98393 -3.85459 3.89853 0.14
H 0.90515 -4.25193 1.71840 0.13
H 0.79001 -2.49277 1.58738 0.10
H -0.62117 -4.26132 3.66002 0.11
H -1.33030 -3.41855 2.27820 0.09
H -0.12887 -2.21796 4.81895 0.12
H -1.80612 -2.15429 4.30819 0.11
H 0.43793 -0.49851 3.52548 0.14
H -0.52860 0.56211 1.89935 0.14
H -3.10982 -2.21403 2.67730 0.10
H -4.81630 -3.70079 1.94279 0.07
H -4.68837 -4.18346 0.24581 0.08
H -5.84559 -2.94330 0.72349 0.08
H -4.12773 -2.24170 -1.45674 0.13
H -3.21302 -0.11078 -2.98945 0.12
H -0.17492 -1.86122 -1.72361 0.13
H -0.03540 -0.25028 -1.04415 0.08
H 1.00364 0.25710 -3.49152 0.11
H 1.48200 -1.43600 -3.34624 0.11
H 3.25594 -0.07347 -2.46634 0.13
H 2.49698 -0.88672 -1.08547 0.11
H 2.39535 2.59646 0.05846 0.10
H 4.92524 2.00801 0.82103 0.10
Se 5.50967 8.06145 2.03528 0.05
Sb 4.87378 5.84149 1.17085 -0.44
Se 4.06356 4.38801 3.03605 -0.22
Se 6.91042 4.83198 0.13346 -0.23
Se 3.08999 5.80434 -0.55076 0.07
F -7.09580 2.10175 -6.53702 0.08
C -5.92571 2.32968 -5.90381 -0.17
C -4.82308 1.52459 -6.13507 -0.17
F -4.92554 0.51543 -7.01792 0.09
C -3.63305 1.74485 -5.47551 -0.16
F -2.59560 0.92807 -5.74138 0.08
C -3.43746 2.79353 -4.53208 -0.37
O -2.34910 2.99931 -3.91383 -0.47
C -4.60314 3.59155 -4.35352 -0.15
F -4.52196 4.62494 -3.48912 0.07
C -5.79689 3.37480 -5.00431 -0.17
F -6.84962 4.17462 -4.77043 0.09
```

Calculated values
**Kohn-Sham gap (spin up / spin down)**: 4.94 / 5.04 eV
**E**: -325724.6203 eV
**HOMO (spin up / spin down)**: -4.9999 / -5.0000 eV
**Lowest unoccupied orbital energy (spin up / spin down)**: -0.002 / 0.001 Ha
**F_max**: 2.70 eV/Å
**Total charge**: -1

***

Below is the molecule C6H7NOS at a distorted geometry, with properties calculated with ωB97M-V/def2-TZVPD.

```
16
Properties=species:S:1:pos:R:3:lowdin_charge:R:1
C 1.11068 -1.38136 0.99667 -0.10
C 1.74232 -0.30485 0.36584 -0.07
C -0.24188 -1.47162 1.12719 -0.01
C 0.97792 0.65186 -0.26587 -0.09
C -1.18115 -0.54020 0.38507 -0.34
C -0.39733 0.65060 -0.06540 -0.50
N -0.42952 2.86979 -1.38834 -0.39
O -1.55095 -1.30425 -0.88396 -0.07
S -1.40214 1.93546 -0.53951 0.98
H 1.93346 -2.05957 1.25795 0.11
H 2.78201 -0.26747 0.48415 0.09
H -0.68693 -2.37425 1.45276 0.09
H 1.25692 1.54891 -0.64385 0.05
H -2.20532 -0.47028 0.76021 0.14
H -1.01735 3.74226 -1.70521 0.03
H -0.69074 -1.22504 -1.33767 0.08
```

Calculated values
**Kohn-Sham gap (spin up / spin down)**: 6.99 / 7.03 eV
**E**: -20704.5202 eV
**HOMO (spin up / spin down)**: -8.1265 / -7.8389 eV
**Lowest unoccupied orbital energy (spin up / spin down)**: -0.042 / -0.030 Ha
**F_max**: 3.23 eV/Å

***

Below is a cluster of 10 separate species, C23H52F24N5O9P3 in total at a distorted geometry, with properties calculated with ωB97M-V/def2-TZVPD.

```
116
Properties=species:S:1:pos:R:3:lowdin_charge:R:1
C -4.50402 -2.41360 -3.74526 0.03
C -4.03821 -1.50540 -2.62599 -0.32
O -4.22356 -0.29072 -2.71318 0.13
N -3.08285 -2.07392 -1.57739 0.08
H -2.60913 -2.88822 -1.94154 0.10
H -2.33862 -1.40742 -1.42907 0.12
C -3.71430 -2.54659 -0.34140 0.03
H -4.67754 -3.40753 -3.33283 0.09
H -3.79131 -2.52912 -4.56185 0.11
H -5.43642 -2.03267 -4.16194 0.10
H -2.93340 -2.99996 0.26914 0.10
H -4.47422 -3.24841 -0.68500 0.12
H -4.02045 -1.65693 0.20895 0.10
C 1.89329 4.00024 3.47306 0.02
C 1.74147 2.99388 2.38201 -0.32
O 1.96071 1.85336 2.70162 0.12
N 1.37455 3.58150 0.95681 0.13
H 0.39383 3.34091 0.93677 0.08
H 1.34038 4.59038 0.92376 0.16
C 1.99800 2.99123 -0.34623 0.04
H 2.97871 4.09042 3.51594 0.11
H 1.51320 3.63321 4.42642 0.08
H 1.34046 4.92030 3.28344 0.10
H 2.21855 1.93703 -0.17854 0.07
H 2.92447 3.45660 -0.68266 0.10
H 1.26034 2.98192 -1.14865 0.09
C 3.75172 0.29566 4.68016 0.03
C 3.56006 -0.58708 3.43712 -0.35
O 4.38473 -0.63211 2.49152 0.11
N 2.41093 -1.52591 3.46437 0.09
H 2.30340 -1.62717 4.46351 0.15
H 1.59466 -1.12733 3.02285 0.10
C 2.64000 -2.97097 3.03168 0.07
H 4.07671 -0.44334 5.41253 0.10
H 2.79067 0.68181 5.01984 0.07
H 4.41811 1.10689 4.38704 0.10
H 3.40078 -3.44786 3.64966 0.11
H 2.98431 -2.89882 2.00001 0.09
H 1.71590 -3.52802 3.18610 0.10
C 5.87230 -0.56616 -1.20188 0.01
C 4.73290 -1.57840 -1.04595 -0.26
O 4.81833 -2.54467 -0.28573 0.12
N 3.63270 -1.46162 -2.24366 0.11
H 3.13259 -0.58413 -2.24449 0.09
H 4.06245 -1.58130 -3.14980 0.17
C 2.54972 -2.52654 -2.11143 0.01
H 6.31704 -0.49238 -0.20948 0.08
H 5.52489 0.46580 -1.25145 0.09
H 6.64616 -0.83110 -1.92232 0.10
H 2.08454 -2.33412 -1.14463 0.07
H 2.98687 -3.52389 -2.15920 0.11
H 1.86664 -2.22018 -2.90367 0.10
C -0.78300 1.93043 5.69157 0.04
C -0.67581 0.80499 4.66410 -0.30
O 0.20306 -0.06343 4.69510 0.10
N -1.63245 0.87063 3.43104 0.11
H -1.71760 1.82619 3.11520 0.11
H -1.12597 0.39881 2.69553 0.09
C -3.03295 0.27491 3.64992 0.06
H -1.73492 1.67546 6.15733 0.11
H -0.67649 2.89900 5.20309 0.09
H 0.11194 1.86453 6.31032 0.09
H -3.41921 0.00314 2.66755 0.09
H -3.67762 1.08391 3.99346 0.10
H -2.80419 -0.57274 4.29587 0.09
C -2.34973 3.25702 0.51868 -0.42
O -1.79289 3.94376 -0.57020 -0.11
O -1.50854 3.52272 1.64267 -0.26
C -3.88401 3.70798 0.63364 -0.49
F -4.01492 5.04059 0.76056 0.12
F -4.67900 3.45364 -0.38446 0.16
F -4.37956 3.21938 1.88307 0.03
C -2.11282 3.69320 -1.90952 -0.26
C -2.29039 5.04108 -2.59905 -0.07
H -2.60030 4.90015 -3.63452 0.07
H -3.08372 5.66603 -2.18897 0.07
H -1.48164 5.76221 -2.71733 0.07
H -3.03867 3.13244 -2.03778 0.11
H -1.35228 3.15464 -2.47488 0.10
H -2.40306 2.21432 0.20561 0.13
C 1.81792 1.50359 -3.85786 -0.50
O 1.54752 0.40932 -4.66138 -0.08
O 3.10193 1.28998 -3.34284 -0.26
C 1.59213 2.83478 -4.59675 -0.49
F 2.57211 3.80267 -4.54672 0.10
F 1.43587 2.51721 -5.91680 0.10
F 0.42154 3.43745 -4.29662 0.11
C 0.19392 -0.01509 -4.86737 -0.24
C 0.09850 -1.21537 -5.86027 -0.05
H -0.78354 -1.18590 -6.49999 0.06
H 0.97461 -1.28976 -6.50447 0.08
H -0.15406 -2.09768 -5.27219 0.05
H -0.44464 0.73830 -5.32861 0.11
H -0.37337 -0.30946 -3.98440 0.09
H 1.22591 1.53958 -2.94335 0.11
P -0.08278 -0.49151 0.28058 0.27
F -0.79209 -0.14857 -1.15087 -0.13
F 1.32799 -0.23585 -0.48770 -0.16
F 0.11675 1.08280 0.65157 -0.16
F 0.71272 -0.68997 1.68901 -0.18
F -1.47502 -0.58707 1.15745 -0.15
F 0.00770 -2.08534 0.07815 -0.12
P -0.81541 -4.78483 -2.68979 0.04
F -2.21062 -5.06690 -1.95238 -0.16
F -0.37939 -4.39616 -1.20464 -0.16
F -0.39617 -6.32632 -2.39177 -0.16
F 0.68372 -4.59095 -3.24488 -0.15
F -1.44093 -5.22738 -4.05260 -0.11
F -1.09380 -3.27078 -2.98781 -0.14
P -1.86966 -3.83201 3.60533 0.13
F -0.51572 -4.60931 3.95903 -0.17
F -2.23437 -4.95300 2.52784 -0.14
F -2.63326 -4.58008 4.82245 -0.15
F -3.17631 -2.93729 3.18832 -0.18
F -1.34945 -2.69064 4.61411 -0.18
F -1.02693 -3.13102 2.39127 -0.20
```

Calculated values
**Kohn-Sham gap**: 6.04 eV
**E**: -143669.1697 eV
**HOMO**: -7.3101 eV
**Lowest unoccupied orbital energy**: -0.047 Ha
**F_max**: 5.51 eV/Å